# C17H40BrClNO13P5

A cluster of 4 separate species, C17H40BrClNO13P5 in total (wB97M-V/def2-TZVPD, OMol25).

Output
Kohn-Sham gap: 4.871 eV
highest occupied orbital energy: -7.22 eV
strongest force on any atom: 8.85 eV Å⁻¹
LUMO: -2.35 eV
SMILES string: C[C@@H](Br)C[PH2](c1ccncc1)P(O)Cl.COP(=O)(OC)OC.COP(=O)(OC)OC.COP(=O)(OC)OC

Geometry as ORCA input:
```
! wB97M-V def2-TZVPD RIJCOSX def2/J DEFGRID3
* xyz 0 1
C 4.215 -1.200 0.843
C 3.848 0.164 1.542
Br 5.095 0.366 3.045
C 3.989 1.266 0.477
P 3.185 2.902 0.908
C 1.436 2.166 1.062
C 0.905 1.186 0.205
C -0.393 0.751 0.374
N -1.305 1.092 1.299
C -0.753 2.019 2.094
C 0.520 2.575 2.047
P 5.045 4.186 0.665
O 5.590 3.814 -0.882
Cl 6.505 3.572 2.007
H 3.361 -1.889 0.816
H 5.010 -1.693 1.408
H 4.520 -1.042 -0.201
H 2.834 0.046 1.931
H 3.642 0.937 -0.513
H 5.066 1.463 0.366
H 2.691 3.679 -0.201
H 3.078 3.387 2.248
H 1.514 0.769 -0.597
H -0.749 0.011 -0.354
H -1.416 2.393 2.885
H 0.807 3.338 2.773
H 4.812 3.880 -1.456
C -1.014 -4.760 -3.121
O -1.399 -3.821 -2.134
P -1.657 -4.216 -0.554
O -0.381 -4.941 -0.272
O -2.887 -5.257 -0.814
C -3.761 -5.256 -1.932
O -2.145 -3.985 1.033
C -2.249 -2.585 1.372
H -0.101 -4.386 -3.582
H -0.837 -5.760 -2.727
H -1.788 -4.809 -3.888
H -3.527 -6.124 -2.552
H -3.705 -4.346 -2.526
H -4.786 -5.382 -1.582
H -2.988 -2.099 0.731
H -1.275 -2.103 1.246
H -2.558 -2.483 2.408
C -7.455 1.995 1.637
O -6.138 2.029 2.173
P -5.521 0.728 3.009
O -5.847 -0.279 1.936
O -6.660 0.727 4.184
C -7.349 1.866 4.675
O -4.654 -0.450 3.913
C -3.276 -0.189 4.131
H -7.397 2.225 0.575
H -7.930 1.026 1.783
H -8.049 2.770 2.123
H -8.384 1.815 4.334
H -6.901 2.810 4.368
H -7.371 1.827 5.765
H -3.160 0.748 4.684
H -2.755 -0.117 3.172
H -2.842 -0.998 4.717
C 4.930 2.957 -3.783
O 3.789 2.175 -4.134
P 3.316 0.905 -3.195
O 3.251 1.590 -1.863
O 4.702 0.056 -3.362
C 5.616 0.143 -4.447
O 2.530 -0.516 -2.751
C 1.300 -0.836 -3.436
H 4.628 4.002 -3.739
H 5.359 2.651 -2.830
H 5.677 2.851 -4.570
H 6.522 0.636 -4.093
H 5.216 0.670 -5.310
H 5.901 -0.864 -4.752
H 1.477 -0.948 -4.508
H 0.555 -0.055 -3.264
H 0.925 -1.777 -3.039
*
```